128
Properties=species:S:1:pos:R:3:forces:R:3 method="wB97M-V/def2-TZVPD" relative_energy_kcal_mol=8.8 e_homo_ev="0.3754 / -1.0749" s2=0.802 charge=-2 gap_ha="0.11694 / 0.17023" spin_multiplicity=2 max_force_ev_per_a=0.9
Co 0.408468 -0.414533 0.461993 0.328 -0.689 -0.491
C 2.725585 -0.401145 6.053589 0.014 -0.007 -0.046
C 2.975348 -1.687743 5.255339 -0.046 0.039 0.032
C 2.842381 -1.474355 3.781309 -0.213 0.034 0.051
C 3.811088 -1.251861 2.874718 0.046 0.022 -0.238
C 5.289935 -1.179202 3.088613 -0.004 0.095 -0.044
C 5.803236 0.264806 3.174511 -0.020 -0.030 -0.007
C 3.138228 -0.992535 1.597726 -0.009 -0.160 0.146
N 1.786440 -1.071896 1.753586 0.078 0.216 0.093
C 1.567360 -1.362332 3.070840 0.176 -0.112 -0.104
C 0.358073 -1.572827 3.655705 -0.270 0.009 0.072
C -0.887583 -1.404214 3.016113 0.177 -0.044 0.150
C -2.147966 -1.660903 3.621829 0.013 0.002 0.057
C -2.353167 -2.253869 4.981871 0.023 -0.055 -0.046
C -2.167827 -3.777286 5.009870 -0.011 0.026 -0.015
C -3.102603 -1.284439 2.696296 -0.048 -0.062 -0.108
C -2.384621 -0.810420 1.561640 -0.184 0.175 -0.026
C -2.983802 -0.206834 0.434664 -0.104 -0.129 0.196
C -2.306452 0.324076 -0.617942 0.005 0.129 -0.193
N -0.952997 0.332587 -0.790640 -0.039 -0.111 -0.089
C -0.729947 0.806931 -2.052498 -0.219 0.070 0.098
C 0.460594 0.833506 -2.706315 0.244 -0.048 -0.140
C 1.685259 0.377416 -2.173874 -0.120 0.136 -0.099
N 1.857298 -0.046551 -0.894868 -0.102 -0.067 0.075
C 3.181296 -0.326455 -0.768368 0.188 0.039 0.203
C 3.801169 -0.723523 0.437319 0.049 0.081 -0.249
C 3.868718 -0.082531 -1.988165 -0.001 -0.087 0.001
C 2.912347 0.350469 -2.889774 -0.002 0.044 -0.039
C 3.087300 0.673669 -4.344390 -0.020 0.046 0.053
C 3.325948 2.157414 -4.649667 0.021 -0.022 0.060
C 5.337423 -0.264047 -2.209408 0.001 0.071 0.026
C 6.160253 0.969781 -1.816369 -0.011 -0.007 0.011
C -1.997789 1.217071 -2.667928 0.248 -0.076 -0.061
C -2.967919 0.914636 -1.789111 -0.028 -0.049 0.284
C -4.439887 1.149981 -1.903055 -0.006 0.031 0.058
C -4.901835 2.370827 -1.097802 0.040 -0.013 -0.010
C -2.120015 1.833767 -4.024635 0.064 0.104 0.045
C -1.703111 3.310442 -4.042829 -0.019 -0.024 0.017
N -1.047222 -0.901607 1.764034 0.038 -0.015 -0.086
C -4.593215 -1.398037 2.794179 0.030 -0.015 -0.032
C -5.153343 -2.592635 2.010574 0.042 0.014 0.021
H 2.766739 -0.582403 7.131982 0.003 -0.004 -0.024
H 3.474484 0.354192 5.802318 -0.032 -0.023 0.008
H 1.747312 0.014527 5.805652 0.026 -0.010 0.011
H 3.975038 -2.068391 5.481092 0.013 -0.020 0.020
H 2.267544 -2.454890 5.582439 0.008 -0.017 0.000
H 5.552354 -1.711382 4.006626 0.010 -0.019 0.013
H 5.804195 -1.692628 2.270973 0.020 -0.020 0.003
H 5.312031 0.795645 3.993284 0.017 -0.015 -0.021
H 6.884927 0.296988 3.340588 -0.037 -0.006 -0.012
H 5.576274 0.804002 2.252709 0.001 -0.014 0.042
H 0.347378 -1.868071 4.699095 -0.021 0.016 -0.033
H -1.656221 -1.798422 5.693276 -0.014 0.003 0.013
H -3.358744 -2.008305 5.336909 0.005 0.006 0.031
H -1.180114 -4.042623 4.626910 -0.030 0.004 0.015
H -2.269521 -4.182890 6.023300 -0.004 0.030 -0.045
H -2.908657 -4.262914 4.369077 0.035 0.017 0.015
H -4.066460 -0.149807 0.416629 0.041 -0.027 0.008
H 0.470865 1.223432 -3.718555 0.015 -0.039 0.046
H 4.883233 -0.791860 0.446528 -0.036 0.035 -0.007
H 3.925424 0.089900 -4.740116 -0.005 0.003 -0.020
H 2.200141 0.344631 -4.895177 0.017 -0.025 -0.005
H 4.247823 2.505139 -4.176065 -0.036 0.003 0.005
H 3.407095 2.337734 -5.727388 -0.003 -0.010 0.034
H 2.507145 2.763288 -4.257503 0.005 0.017 0.021
H 5.694248 -1.124062 -1.635147 0.009 -0.023 -0.025
H 5.524045 -0.497941 -3.263002 0.008 0.000 -0.001
H 6.005078 1.206809 -0.760982 -0.001 -0.001 -0.030
H 7.232112 0.815600 -1.981947 -0.022 -0.001 0.004
H 5.844525 1.840307 -2.396105 0.003 -0.014 0.012
H -4.707399 1.289328 -2.953584 -0.008 -0.013 -0.019
H -4.979980 0.263819 -1.558002 -0.021 -0.008 -0.011
H -4.373127 3.266154 -1.433081 -0.020 -0.012 0.005
H -5.976821 2.541727 -1.207602 0.011 -0.014 0.003
H -4.677119 2.236988 -0.038501 0.005 0.008 -0.018
H -1.500609 1.274170 -4.731785 0.000 0.005 -0.017
H -3.151825 1.742107 -4.373618 -0.008 -0.002 -0.024
H -0.690991 3.428802 -3.651320 -0.020 0.000 -0.005
H -1.736587 3.723803 -5.055965 -0.004 -0.015 0.030
H -2.367924 3.901864 -3.407806 0.029 -0.020 -0.014
H -4.884836 -1.492177 3.844627 -0.003 0.020 0.013
H -5.062938 -0.479714 2.425841 -0.020 0.006 0.019
H -4.694991 -3.520337 2.361289 -0.020 0.011 -0.009
H -6.240188 -2.680281 2.118071 0.035 0.022 -0.003
H -4.915526 -2.494498 0.949675 0.001 -0.013 0.016
N 0.531520 1.273785 1.302347 -0.560 0.345 0.617
C 0.432909 2.496904 1.440576 0.309 0.362 -0.133
C -0.243699 3.104464 2.671920 0.138 0.029 -0.129
C -1.190885 2.341168 3.351583 -0.073 -0.072 0.107
C -1.804585 2.828949 4.497329 0.044 -0.061 -0.085
C -1.473929 4.087381 4.993831 -0.004 -0.013 -0.031
C -0.525893 4.851917 4.329789 0.056 -0.046 -0.094
C 0.078059 4.362819 3.172680 -0.024 0.087 0.060
C 0.966527 3.496572 0.416040 -0.202 -0.006 0.062
C 0.199808 4.561615 -0.058413 0.028 -0.005 -0.018
C 0.672621 5.387315 -1.073773 -0.001 -0.072 0.042
C 1.936081 5.173077 -1.611593 0.001 -0.038 0.035
C 2.711674 4.120314 -1.134535 -0.045 -0.011 -0.046
C 2.224149 3.285210 -0.140048 0.089 -0.080 -0.049
H -1.414444 1.350710 2.965031 0.019 0.041 0.014
H -2.540488 2.217725 5.009030 0.002 0.012 -0.013
H -1.952422 4.467646 5.889724 0.005 -0.012 0.006
H -0.250929 5.829097 4.712831 0.001 0.001 -0.010
H 0.815990 4.964829 2.652014 -0.024 -0.003 0.035
H -0.786027 4.729065 0.365347 0.029 0.006 -0.030
H 0.051818 6.193017 -1.452503 0.004 -0.014 0.018
H 2.309336 5.813627 -2.403727 -0.005 -0.015 0.015
H 3.692555 3.933247 -1.555766 0.016 -0.006 -0.019
H 2.802275 2.432209 0.203929 -0.047 0.016 -0.036
C -4.731891 -4.212077 -6.797015 0.064 -0.047 -0.023
C -4.306718 -5.302485 -5.848628 -0.050 0.108 0.003
O -5.038997 -5.787999 -5.036191 0.048 -0.044 0.008
S -2.553640 -5.824886 -6.015885 -0.103 -0.060 0.046
C -1.905705 -5.003379 -4.570569 0.016 0.057 -0.004
C -2.304311 -5.338901 -3.278783 0.082 0.043 -0.003
C -1.775780 -4.656606 -2.194003 -0.015 -0.049 -0.067
C -0.821078 -3.639976 -2.360229 0.048 -0.005 -0.026
C -0.416847 -3.337305 -3.673103 -0.032 0.013 0.011
C -0.959238 -3.997524 -4.761738 -0.018 0.048 0.129
C -0.298835 -2.893493 -1.267977 0.100 -0.123 0.075
C 0.110333 -2.095624 -0.441316 -0.227 0.258 -0.151
H -5.798585 -4.016410 -6.703670 0.010 -0.024 0.028
H -4.476439 -4.497105 -7.818421 0.010 0.019 -0.005
H -4.161018 -3.312559 -6.560405 0.017 0.000 -0.008
H -3.039110 -6.119574 -3.129704 0.000 0.000 -0.004
H -2.100734 -4.899547 -1.190689 -0.001 0.004 0.001
H 0.306545 -2.542940 -3.811747 -0.004 -0.019 -0.004
H -0.661808 -3.727229 -5.767943 0.002 -0.009 0.011